Entry 1:
This record from the Open Molecules 2025 dataset describes a cluster of 2 separate species, C3H7FO2 in total in a non-equilibrium geometry. The level of theory is the ωB97M-V functional and the def2-TZVPD basis.

The relative energy (zero: lowest compared OMol25 entry of this formula, charge and spin) comes out at 58.0 kcal per mole. The value obtained for the HOMO-LUMO gap (alpha / beta) is 8.33 / 8.33 eV. The maximum force comes out at 2.4 eV/A. The calculation puts the molar mass at 94.08 g mol⁻¹. As for the total energy: -368.7353 hartree.

Atoms and positions in Å:
C  1.3385  1.0298  0.6467
C  -1.8621  -0.2637  -0.7164
C  0.0939  0.2706  0.4081
O  1.0573  -1.6979  -0.7446
O  -0.7628  0.6189  -0.4945
F  -0.3539  -0.4554  1.4299
H  2.0052  0.4368  1.2684
H  1.8171  1.2601  -0.3012
H  1.1200  1.9679  1.1684
H  -2.4444  0.1710  -1.5225
H  -2.4707  -0.3626  0.1860
H  -1.4545  -1.2367  -1.0010
H  1.9163  -1.7388  -0.3274

Cartesian forces (eV/Å) of the 2 atoms listed first:
0.01 0.15 -0.08
-0.65 -0.77 -0.09

Löwdin atomic charge list, values in e, 4 entries: number 1, C, carries 0.026; number 2, C, carries -0.006; number 3, C, carries -0.359; number 4, O, carries -0.343

Entry 2:
This record from the Open Molecules 2025 dataset describes a structure of composition C26H43Br2NO5SSr in a non-equilibrium geometry. The level of theory is the ωB97M-V functional and the def2-TZVPD basis.

The relative energy (zero: lowest compared OMol25 entry of this formula, charge and spin) comes out at 18.7 kcal per mole. The value obtained for the HOMO-LUMO gap is 5.84 eV. The maximum force comes out at 1.9 eV/A. The calculation puts the molar mass at 729.13 g mol⁻¹. As for the total energy: -7024.3801 hartree.

Atoms and positions in Å:
Sr  -0.1607  -0.4203  -0.3095
C  2.8106  -2.6210  1.3903
O  2.0097  -1.5233  1.7921
C  1.2379  -1.7828  2.9436
C  0.0336  -2.6776  2.7034
O  -0.9769  -1.9398  2.0355
C  -2.1346  -2.6982  1.6997
C  -1.9891  -3.5212  0.4344
O  -2.3862  -2.6831  -0.6235
C  -2.2006  -3.2665  -1.8977
H  3.4933  -2.9156  2.1964
H  2.2119  -3.4838  1.0962
H  3.3890  -2.2970  0.5286
H  1.8618  -2.2361  3.7255
H  0.8829  -0.8158  3.2989
H  0.3292  -3.5559  2.1219
H  -0.3486  -3.0257  3.6721
H  -2.4321  -3.3203  2.5515
H  -2.9163  -1.9624  1.5037
H  -0.9523  -3.8510  0.2896
H  -2.6310  -4.4124  0.4917
H  -2.7957  -4.1827  -2.0004
H  -2.5323  -2.5344  -2.6303
H  -1.1496  -3.5036  -2.0697
C  1.8498  2.2966  -2.2398
C  2.4638  0.9746  -2.6054
C  3.5326  0.8871  -3.5185
C  4.0486  -0.3375  -3.8351
C  3.5179  -1.5047  -3.2464
C  3.9988  -2.8094  -3.4825
Br  5.4606  -3.1053  -4.6715
C  3.4269  -3.8885  -2.8683
C  2.3518  -3.7029  -2.0013
Br  1.6250  -5.2370  -1.1381
C  1.7757  -2.4563  -1.7070
O  0.7720  -2.2974  -0.9327
C  2.4251  -1.3293  -2.3560
N  1.9377  -0.0998  -2.0615
H  2.4974  3.1304  -2.5043
H  1.6406  2.3186  -1.1697
H  0.8960  2.4126  -2.7609
H  3.9327  1.7854  -3.9693
H  4.8648  -0.4287  -4.5386
H  3.8054  -4.8844  -3.0503
C  -1.8162  1.8733  5.2528
C  -2.5514  1.6383  3.9343
C  -1.8866  2.3319  2.7515
S  -0.2370  1.5879  2.4373
O  -0.1240  1.4848  0.9479
C  0.8373  3.0088  2.9132
C  1.1454  3.9273  1.7419
C  -0.0233  4.8059  1.3021
H  -2.3255  1.3595  6.0672
H  -1.7801  2.9363  5.4999
H  -0.7918  1.4960  5.2046
H  -3.5756  2.0063  4.0198
H  -2.6077  0.5651  3.7336
H  -1.7875  3.4034  2.9148
H  -2.4321  2.1554  1.8230
H  1.7529  2.5484  3.2884
H  0.3424  3.5252  3.7366
H  1.4617  3.3134  0.8975
H  1.9926  4.5543  2.0266
H  -0.8321  4.2019  0.8899
H  0.3008  5.4943  0.5223
H  -0.4068  5.3970  2.1370
C  -2.1875  2.6539  -1.8471
C  -2.1800  1.4229  -2.7568
C  -3.4025  1.4968  -3.6876
C  -2.1339  0.1133  -1.9549
H  -2.0884  3.5789  -2.4249
H  -1.3661  2.6049  -1.1263
H  -3.1315  2.7074  -1.2956
H  -1.2832  1.4777  -3.3912
H  -4.3171  1.4577  -3.0908
H  -3.4104  0.6546  -4.3804
H  -3.4138  2.4253  -4.2744
H  -2.1219  -0.7172  -2.6794
H  -3.0960  0.0160  -1.4198

Cartesian forces (eV/Å) of the 2 atoms listed first:
-1.16 0.01 -0.45
0.11 -0.05 0.00

Löwdin atomic charge list, values in e, 4 entries: number 1, Sr, carries 1.452; number 2, C, carries -0.089; number 3, O, carries -0.201; number 4, C, carries -0.201

Entry 3:
This record from the Open Molecules 2025 dataset describes a structure of composition C12H33Br2CaN3O3 in a non-equilibrium geometry. The level of theory is the ωB97M-V functional and the def2-TZVPD basis.

The spin multiplicity is 2. Its expectation value of S² is 0.752. Its net charge is +1. The value obtained for the HOMO-LUMO gap (alpha / beta) is 8.47 / 2.93 eV. The maximum force comes out at 2.0 eV/A. The calculation puts the molar mass at 467.30 g mol⁻¹. As for the total energy: -6692.4737 hartree.

Atoms and positions in Å:
Ca  15.5411  -2.7894  -20.0229
Br  15.9998  0.0322  -20.2558
Br  15.1010  -5.5975  -20.1379
C  19.0118  -2.9595  -22.9551
C  17.7000  -2.5760  -22.2559
C  16.4861  -3.2259  -22.9349
O  15.2909  -2.7711  -22.3289
C  14.1864  -2.7419  -23.2044
N  17.8156  -3.0274  -20.8622
H  19.2222  -4.0219  -22.8324
H  19.8117  -2.4238  -22.4438
H  18.9966  -2.8838  -24.0424
H  17.6903  -1.4872  -22.3056
H  16.4835  -4.3150  -22.8899
H  16.5636  -2.9768  -23.9932
H  14.2553  -1.8050  -23.7572
H  13.1841  -2.6604  -22.7838
H  14.3160  -3.5370  -23.9386
H  18.6244  -2.5742  -20.4614
H  18.2150  -3.9352  -21.0531
C  17.9967  -2.1723  -16.9221
C  17.0287  -3.3492  -17.1238
C  16.7466  -4.0374  -15.7864
O  15.8924  -5.1456  -16.0167
C  15.2086  -5.7448  -14.9396
N  15.8305  -2.7882  -17.6913
H  18.3755  -1.8025  -17.8749
H  18.8881  -2.4246  -16.3477
H  17.5262  -1.3513  -16.3811
H  17.3746  -4.0182  -17.9118
H  16.3788  -3.3379  -15.0358
H  17.7091  -4.3262  -15.3642
H  14.5865  -6.5788  -15.2642
H  14.4243  -5.0946  -14.5520
H  15.9110  -6.1209  -14.1958
H  15.6705  -1.9387  -17.1690
H  15.1380  -3.4436  -17.3583
C  12.5879  -3.9181  -17.7150
C  12.0984  -3.2201  -19.0064
C  10.9349  -2.1727  -18.8134
O  11.4449  -1.3055  -17.8745
C  10.5435  -0.5152  -17.0992
N  13.2688  -2.4020  -19.5007
H  11.7958  -4.2934  -17.0670
H  13.1976  -3.2419  -17.1158
H  13.2387  -4.7582  -17.9574
H  11.7298  -3.9125  -19.7632
H  9.9956  -2.6317  -18.5049
H  10.6277  -1.6916  -19.7420
H  11.0877  0.0270  -16.3259
H  9.8890  -1.1911  -16.5488
H  9.9539  0.1268  -17.7536
H  12.7788  -1.9523  -20.2608
H  13.2591  -1.6523  -18.8240

Cartesian forces (eV/Å) of the 2 atoms listed first:
-0.27 -2.00 -0.14
0.09 0.63 -0.08

Löwdin atomic charge list, values in e, 4 entries: number 1, Ca, carries 0.829; number 2, Br, carries 0.372; number 3, Br, carries -0.231; number 4, C, carries -0.041

Entry 4:
This record from the Open Molecules 2025 dataset describes a structure of composition C35H61AlBeBr6F5N6O8PS3 in a non-equilibrium geometry. The level of theory is the ωB97M-V functional and the def2-TZVPD basis.

The relative energy (zero: lowest compared OMol25 entry of this formula, charge and spin) comes out at 0.0 kcal per mole. The value obtained for the HOMO-LUMO gap is 1.34 eV. The maximum force comes out at 5.0 eV/A. The calculation puts the molar mass at 1431.49 g mol⁻¹. As for the total energy: -20036.8330 hartree.

Atoms and positions in Å:
C  3.5570  0.3944  5.5343
O  2.5424  1.2998  5.0595
C  1.4194  0.5638  4.5587
C  1.6626  0.0026  3.0898
C  1.1379  1.1313  2.0807
C  1.8725  1.1164  0.7178
C  2.0103  -0.1398  -0.0836
C  2.7523  -0.0238  -1.3980
C  2.8535  -1.3136  -2.2342
C  4.2200  -2.0601  -2.0335
F  4.5116  -2.1323  -0.6128
N  3.2604  1.1817  -1.7258
C  4.0373  1.2569  -3.0256
C  5.0753  2.4223  -3.0155
C  6.4552  1.9988  -2.3370
S  6.2525  0.7249  -1.0342
C  6.0310  1.3826  0.6104
S  5.6539  0.2531  1.7844
N  6.1650  2.7424  1.0095
C  6.4515  3.0934  2.3271
C  6.5416  4.5296  2.3985
N  6.2704  5.0052  1.0908
C  6.0467  3.9496  0.2982
N  3.1763  2.3193  -1.0824
C  2.4959  2.3192  0.0901
P  2.2911  3.9133  1.0363
C  2.6361  5.3853  -0.0550
O  0.5712  3.9845  1.3104
H  4.4252  0.9596  5.9624
H  3.9575  -0.2001  4.6664
H  3.1106  -0.3040  6.2875
H  1.1723  -0.2516  5.2936
H  0.5451  1.2741  4.5671
H  1.0120  -0.9029  2.9968
H  2.7513  -0.2096  2.9316
H  0.0590  0.8883  1.8895
H  1.2616  2.0913  2.6466
H  1.5876  -1.1134  0.2365
H  2.0268  -2.0028  -1.9118
H  2.6818  -1.0702  -3.3219
H  5.0646  -1.4698  -2.4811
H  4.2490  -3.0616  -2.5259
H  4.5947  0.3229  -3.2634
H  3.2749  1.4952  -3.8184
H  4.6873  3.4049  -2.6601
H  5.3543  2.6008  -4.0953
H  7.0610  2.8793  -2.0093
H  7.0656  1.5080  -3.1479
H  6.5994  2.4839  3.2359
H  6.7432  5.0888  3.3319
H  5.7933  4.0466  -0.7707
H  3.2405  5.0888  -0.9447
H  3.1390  6.1661  0.5805
H  1.6642  5.8608  -0.3766
H  0.5136  4.5668  2.0973
F  4.4271  -1.1408  -5.1077
Al  4.1728  -2.3908  -6.3306
F  5.5591  -2.4682  -7.3773
F  2.7498  -2.0083  -7.2561
F  3.9547  -3.9236  -5.5257
C  -1.8527  0.1736  -1.6525
C  -1.0944  -1.0409  -2.1823
C  -1.8781  -1.8649  -3.2189
O  -2.9099  -2.6637  -2.6692
C  -4.0958  -1.9537  -2.3409
N  -0.6698  -1.8711  -1.0461
H  -2.5975  -0.0917  -0.9016
H  -1.1597  0.8711  -1.1728
H  -2.3558  0.7080  -2.4604
H  -0.1949  -0.6617  -2.6836
H  -1.1817  -2.5669  -3.6890
H  -2.2682  -1.2307  -4.0241
H  -4.3066  -1.1533  -3.0566
H  -4.0262  -1.5537  -1.3282
H  -4.9279  -2.6575  -2.3527
H  -0.0682  -2.6152  -1.3940
H  -1.4924  -2.3679  -0.7062
C  -5.4998  -4.8950  0.6505
C  -6.7974  -4.2400  0.1071
O  -6.5756  -2.9384  0.0045
H  -5.2384  -4.5083  1.6377
H  -5.6432  -5.9772  0.7469
H  -4.6526  -4.7349  -0.0207
H  -7.6038  -4.5808  0.7871
H  -7.0331  -4.8036  -0.8211
C  -9.5100  -7.7453  -2.3893
S  -7.8292  -7.3350  -1.8869
O  -7.5175  -5.9823  -2.4360
C  -7.0155  -8.5450  -2.9444
H  -10.1961  -7.0754  -1.8728
H  -9.6174  -7.6158  -3.4670
H  -9.7312  -8.7762  -2.1098
H  -7.2801  -8.3650  -3.9870
H  -7.3179  -9.5498  -2.6467
H  -5.9382  -8.4401  -2.8205
C  4.9028  -4.4858  4.3983
Br  5.6843  -3.2089  5.6219
Br  3.1009  -4.9639  4.9086
Br  4.9895  -3.8725  2.5590
H  5.5020  -5.3885  4.4590
Br  8.8180  8.9416  -0.3351
C  7.7137  9.4709  1.1793
C  8.2392  8.8959  2.4690
Br  7.7931  7.0058  2.6315
H  6.6962  9.1587  0.9543
H  7.7599  10.5594  1.1981
H  7.7643  9.3754  3.3247
H  9.3193  8.9778  2.5669
Be  4.0149  -1.4758  0.8381
O  -0.8013  2.2369  6.7591
H  -0.9675  3.1272  6.4296
H  0.0881  2.0333  6.4458
C  -8.3969  0.1182  0.3509
C  -9.0124  1.0723  1.1522
C  -10.3966  1.1704  1.1780
C  -11.1528  0.3046  0.4005
C  -10.5463  -0.6469  -0.4087
C  -9.1619  -0.7369  -0.4313
N  -12.6163  0.3883  0.4440
O  -13.1150  1.2466  1.1501
O  -13.2505  -0.4075  -0.2251
H  -7.3160  0.0392  0.3365
H  -8.4121  1.7385  1.7599
H  -10.8667  1.9165  1.8052
H  -11.1337  -1.3200  -1.0194
H  -8.6765  -1.4769  -1.0557
Br  -0.9365  5.3455  0.3441

Cartesian forces (eV/Å) of the 2 atoms listed first:
0.19 -0.12 -0.49
0.15 -0.66 0.18

Löwdin atomic charge list, values in e, 4 entries: number 1, C, carries -0.104; number 2, O, carries -0.213; number 3, C, carries -0.228; number 4, C, carries -0.143

Entry 5:
This record from the Open Molecules 2025 dataset describes the molecule C2H7N3S in a non-equilibrium geometry. The level of theory is the ωB97M-V functional and the def2-TZVPD basis.

As for the SMILES: CN(S)/C=N/N. The relative energy (zero: lowest compared OMol25 entry of this formula, charge and spin) comes out at 99.3 kcal per mole. The value obtained for the HOMO-LUMO gap is 8.62 eV. The maximum force comes out at 5.5 eV/A. The calculation puts the molar mass at 105.17 g mol⁻¹. As for the total energy: -642.6945 hartree.

Atoms and positions in Å:
C  -1.5266  1.2525  0.2650
C  0.3910  0.0035  -0.3979
H  -1.1136  1.3222  1.3694
H  -2.6629  1.0227  0.0051
H  -1.1480  2.1388  -0.3802
H  -1.0587  -2.3008  0.8801
H  0.9173  0.7513  -1.2947
H  2.6403  0.1272  -0.6606
H  2.9417  -1.5278  0.1000
N  -0.9979  0.0555  -0.1325
N  1.1405  -0.8375  0.2892
N  2.4336  -0.5900  0.0793
S  -1.9569  -1.4177  -0.1222

Cartesian forces (eV/Å) of the 2 atoms listed first:
-1.79 1.66 1.16
0.78 -0.83 -0.03

Löwdin atomic charge list, values in e, 4 entries: number 1, C, carries -0.224; number 2, C, carries -0.280; number 3, H, carries 0.117; number 4, H, carries 0.094

Entry 6:
This record from the Open Molecules 2025 dataset describes a structure of composition C30H34MnN5O9P3. The level of theory is the ωB97M-V functional and the def2-TZVPD basis.

The spin multiplicity is 3. Its expectation value of S² is 2.079. Its net charge is +1. The relative energy (zero: lowest compared OMol25 entry of this formula, charge and spin) comes out at 0.0 kcal per mole. The value obtained for the HOMO-LUMO gap (alpha / beta) is 8.08 / 7.85 eV. The maximum force comes out at 0.6 eV/A. The calculation puts the molar mass at 756.49 g mol⁻¹. As for the total energy: -4289.7051 hartree.

Atoms and positions in Å:
Mn  -0.4696  -0.3359  -0.3351
O  -1.3318  -2.9528  0.2817
C  -0.5068  -2.1344  0.6174
C  0.4196  -2.4461  1.7685
C  0.3414  -3.6619  2.4448
C  1.2308  -3.9311  3.4689
C  2.2142  -3.0023  3.8064
C  2.2979  -1.7957  3.1322
C  1.3792  -1.5093  2.1245
P  1.3798  -0.0163  1.1081
C  3.0577  0.0499  0.4395
C  3.8008  1.2242  0.4063
C  5.0688  1.2222  -0.1573
C  5.5961  0.0531  -0.6801
C  4.8585  -1.1224  -0.6427
C  3.5913  -1.1256  -0.0898
C  1.2176  1.4274  2.1958
C  1.4319  1.3938  3.5710
C  1.2848  2.5485  4.3287
C  0.9144  3.7396  3.7203
C  0.6890  3.7772  2.3492
C  0.8333  2.6259  1.5890
H  -0.4072  -4.3814  2.1378
H  1.1796  -4.8734  3.9989
H  2.9256  -3.2313  4.5892
H  3.0868  -1.0919  3.3729
H  3.4021  2.1399  0.8224
H  5.6448  2.1381  -0.1828
H  6.5855  0.0549  -1.1187
H  5.2667  -2.0349  -1.0564
H  3.0125  -2.0417  -0.0770
H  1.7246  0.4724  4.0596
H  1.4705  2.5187  5.3951
H  0.8017  4.6383  4.3127
H  0.4008  4.7025  1.8679
H  0.6320  2.6553  0.5246
N  1.7064  1.9211  -4.2465
C  0.5979  1.0345  -3.7018
C  -0.2791  0.5746  -4.8575
P  1.5490  -0.3615  -2.8710
O  1.5262  -1.5490  -3.9428
O  2.9122  0.2141  -2.7588
O  0.7876  -0.9029  -1.6937
P  -0.3069  2.1693  -2.5086
O  -1.8169  2.2303  -3.0891
O  0.3419  3.4971  -2.6718
O  -0.4011  1.5223  -1.1542
H  1.8153  1.8380  -5.2535
H  2.5705  1.5758  -3.7592
H  1.5011  2.8922  -3.9462
H  0.3009  -0.0119  -5.5699
H  -0.7470  1.4195  -5.3654
H  -1.0747  -0.0603  -4.4805
H  0.7985  -2.1608  -3.7389
H  -1.9476  3.0676  -3.5504
C  -5.4269  -0.5191  -2.9126
N  -4.0086  -0.7516  -2.7438
C  -3.3181  -1.8749  -3.3347
C  -1.9802  -1.8381  -2.6044
O  -1.0393  -2.5324  -2.8967
N  -2.0533  -0.8646  -1.6100
C  -3.2623  -0.2902  -1.7248
N  -3.7222  0.6207  -0.8789
H  -5.7102  -0.8314  -3.9147
H  -5.6597  0.5423  -2.8332
H  -6.0243  -1.0762  -2.1859
H  -3.1769  -1.7656  -4.4103
H  -3.8211  -2.8256  -3.1387
H  -3.0717  0.9630  -0.1755
H  -4.5298  1.1624  -1.1253
O  -1.7675  0.4809  0.9869
N  -2.0459  0.1099  2.2331
C  -1.7734  0.9681  3.2253
C  -2.0775  0.6324  4.5273
C  -2.6532  -0.5962  4.8037
C  -2.9195  -1.4638  3.7539
C  -2.6112  -1.0882  2.4674
H  -1.3112  1.8960  2.9195
H  -1.8460  1.3414  5.3089
H  -2.8843  -0.8787  5.8213
H  -3.3699  -2.4319  3.9173
H  -2.7949  -1.6920  1.5914

Cartesian forces (eV/Å) of the 2 atoms listed first:
0.04 -0.10 0.08
-0.07 -0.07 -0.03

Löwdin atomic charge list, values in e, 4 entries: number 1, Mn, carries 0.587; number 2, O, carries 0.028; number 3, C, carries -0.337; number 4, C, carries -0.204

- Look up the molar mass of the third one.
  467.30 g mol⁻¹

- The lowest maximum force belongs to which entry?
  C30H34MnN5O9P3

- Which formula does entry 3 have?
  C12H33Br2CaN3O3